(1)
DFT (ωB97M-V with the def2-TZVPD basis set) results for a molecular structure, C29H41Br44GaI2NO5S at a distorted geometry.

Its max |F| is 4.3 eV/A. Its molecular weight is 4355.0 g/mol. The value obtained for the HOMO energy is -0.2167 Ha. The charge is -1. The value obtained for the HOMO-LUMO gap is 6.5 eV.

Each line ends with the Mulliken charge.
Element x y z (Å)
C: 5.151 -4.725 -0.024  -0.569
C: 3.765 -4.409 -0.707  0.114
Br: 3.163 -5.730 -2.087  -0.284
C: 2.973 -3.282 -0.389  0.082
Br: 1.231 -3.174 -1.375  -0.218
Ga: 3.598 -1.868 1.005  -0.332
C: 2.852 0.017 0.669  -0.091
C: 1.315 0.082 0.261  0.279
C: 0.310 -0.584 1.299  -0.454
C: -1.143 0.054 0.976  0.911
S: -2.408 -0.460 2.247  1.260
O: -3.808 -0.067 1.862  -0.613
O: -2.009 0.183 3.556  -0.606
O: -2.361 -2.138 2.367  -0.451
O: 5.485 -1.786 0.921  0.038
C: 5.970 -1.298 -0.339  0.335
C: 7.440 -0.722 -0.090  -0.872
N: 7.564 0.756 -0.144  -0.375
C: 6.461 1.450 0.555  -0.802
C: 6.310 1.082 2.100  2.115
C: 5.868 2.425 2.900  -0.868
O: 7.516 0.618 2.736  -0.488
C: 2.935 -2.598 2.849  0.040
I: 1.113 -3.830 3.018  -0.148
C: 3.623 -2.367 4.056  -0.406
C: 4.976 -1.532 4.115  0.165
I: 2.903 -3.152 5.986  -0.060
H: 5.983 -4.300 -0.687  0.172
H: 5.253 -4.275 1.017  0.110
H: 5.344 -5.839 0.087  0.430
H: 3.434 0.475 -0.209  -0.307
H: 3.095 0.682 1.566  0.234
H: 1.164 -0.287 -0.812  -0.263
H: 1.039 1.200 0.219  0.052
H: 0.211 -1.682 1.000  0.049
H: 0.603 -0.443 2.384  0.402
H: -1.481 -0.447 0.006  0.290
H: -1.110 1.178 0.825  -1.039
H: -3.254 -2.491 2.172  0.328
H: 5.275 -0.568 -0.865  -0.316
H: 6.082 -2.192 -1.057  0.214
H: 7.810 -1.138 0.908  0.083
H: 8.125 -1.202 -0.878  0.432
H: 7.679 1.066 -1.112  0.315
H: 5.440 1.347 0.063  0.155
H: 6.710 2.571 0.512  0.500
H: 5.429 0.371 2.234  -1.669
H: 6.723 2.832 3.512  -0.194
H: 5.429 3.153 2.150  0.492
H: 5.010 2.136 3.605  0.311
H: 8.207 1.292 2.556  0.404
H: 4.733 -0.415 4.067  0.055
H: 5.439 -1.682 5.149  0.109
H: 5.765 -1.855 3.372  0.093
C: -4.495 1.130 5.994  0.073
Br: -5.292 -0.089 7.274  -0.003
Br: -5.839 2.042 4.936  -0.024
Br: -3.282 2.377 6.847  -0.025
H: -3.902 0.529 5.306  -0.028
C: 1.505 0.772 -4.153  -0.504
Br: 0.274 1.667 -2.951  0.081
Br: 3.095 0.154 -3.232  0.022
Br: 0.635 -0.659 -5.127  0.045
H: 1.827 1.509 -4.885  0.377
C: -2.515 4.010 -0.230  -0.044
Br: -4.044 3.009 0.404  0.034
Br: -0.885 3.456 0.656  -0.115
Br: -2.347 3.929 -2.161  -0.031
H: -2.683 5.052 0.033  0.036
C: -2.751 -3.007 -5.851  -0.393
Br: -3.114 -1.586 -4.585  0.073
Br: -3.129 -2.461 -7.674  -0.048
Br: -0.950 -3.694 -5.662  -0.040
H: -3.431 -3.822 -5.616  0.410
C: 9.001 -6.198 0.532  -0.400
Br: 9.399 -6.143 -1.365  -0.038
Br: 8.214 -4.539 1.149  0.097
Br: 7.906 -7.730 0.993  -0.043
H: 9.948 -6.315 1.052  0.374
C: -6.207 0.255 -6.558  -0.058
Br: -7.036 -0.943 -5.280  -0.048
Br: -7.526 1.166 -7.651  -0.084
Br: -4.999 1.502 -5.700  -0.013
H: -5.608 -0.358 -7.227  0.213
C: 6.851 0.094 7.842  -0.366
Br: 6.527 -1.775 8.237  -0.072
Br: 6.952 0.416 5.935  0.217
Br: 5.552 1.250 8.700  -0.046
H: 7.823 0.342 8.261  0.332
C: -9.175 -2.489 -8.471  -0.183
Br: -9.179 -1.638 -10.212  0.071
Br: -10.838 -3.423 -8.121  -0.033
Br: -7.637 -3.645 -8.238  0.006
H: -9.093 -1.697 -7.730  0.137
C: 8.835 4.595 5.930  -0.321
Br: 8.179 4.210 7.713  -0.009
Br: 9.738 3.065 5.152  -0.040
Br: 7.432 5.276 4.779  -0.009
H: 9.575 5.385 6.026  0.338
C: -8.879 -0.781 9.609  -0.284
Br: -9.679 -2.000 10.886  -0.022
Br: -10.219 0.135 8.550  0.031
Br: -7.665 0.464 10.465  -0.007
H: -8.287 -1.382 8.923  0.290
C: -7.427 -0.095 -13.938  -0.357
Br: -7.002 0.459 -12.131  0.054
Br: -6.275 -1.533 -14.539  -0.011
Br: -9.302 -0.547 -14.128  -0.028
H: -7.237 0.757 -14.586  0.344
C: -4.006 7.421 -1.661  0.474
Br: -2.810 8.172 -0.330  -0.031
Br: -5.803 7.201 -0.970  0.001
Br: -3.987 8.447 -3.305  -0.039
H: -3.634 6.427 -1.902  -0.436
C: -5.491 4.067 -9.193  0.300
Br: -5.857 5.488 -7.927  -0.012
Br: -5.867 4.611 -11.016  -0.051
Br: -3.690 3.381 -9.003  0.003
H: -6.169 3.250 -8.958  -0.263
C: -13.683 -0.241 6.044  0.082
Br: -13.986 -2.116 6.431  -0.002
Br: -13.560 0.089 4.138  -0.004
Br: -15.011 0.891 6.887  -0.009
H: -12.721 0.021 6.476  -0.087



(2)
DFT (ωB97M-V with the def2-TZVPD basis set) results for 3 unconnected molecules or ions with the total composition C29H41BrClN5O5 at a distorted geometry.

The energy above the lowest of the compared OMol25 structures with the same formula, charge and spin is 0.678 eV. Its max |F| is 2.1 eV/A. Its molecular weight is 655.0 g/mol. The value obtained for the HOMO energy is -0.3242 Ha. The value obtained for the HOMO-LUMO gap is 9.3 eV.

Each line ends with the Mulliken charge.
Element x y z (Å)
C: 4.952 -3.529 4.542  -0.878
N: 3.476 -3.433 4.535  -0.257
C: 3.016 -2.386 3.612  -1.919
C: 2.688 -2.936 2.138  3.108
C: 3.596 -2.031 1.281  -0.537
C: 3.346 -0.690 1.050  -0.432
C: 4.177 0.141 0.321  -0.925
C: 5.333 -0.474 -0.180  -0.370
C: 5.487 -1.816 0.090  -0.636
N: 4.694 -2.607 0.795  -0.281
N: 3.008 -4.358 2.089  -0.131
C: 2.007 -5.134 1.453  -0.242
O: 1.889 -6.332 1.528  -0.633
C: 1.098 -4.102 0.689  1.574
C: 2.015 -3.875 -0.574  -0.711
C: 1.850 -4.947 -1.663  -0.983
O: 3.135 -5.185 -2.284  -0.581
C: -0.287 -4.673 0.357  -1.521
C: -1.233 -3.781 -0.468  0.402
O: -2.403 -3.750 -0.199  -0.514
Cl: -0.716 -2.795 -1.883  -0.197
C: 1.170 -2.998 1.787  -1.229
Br: 0.459 -3.951 3.452  0.043
C: 0.317 -1.714 1.654  -0.421
C: -1.150 -1.816 2.158  -1.052
C: -2.047 -0.705 1.569  0.563
C: -3.142 -0.360 2.346  -0.513
C: -4.060 0.596 1.958  -0.738
C: -3.837 1.225 0.739  -0.416
C: -2.765 0.888 -0.042  -0.926
C: -1.848 -0.078 0.353  -0.230
H: 5.408 -3.154 3.621  0.252
H: 5.353 -3.022 5.435  0.334
H: 5.202 -4.594 4.653  0.298
H: 3.153 -3.115 5.442  0.354
H: 3.845 -1.661 3.527  0.576
H: 2.178 -1.804 4.019  0.584
H: 2.454 -0.241 1.485  0.341
H: 3.973 1.196 0.178  0.472
H: 6.057 0.100 -0.750  0.432
H: 6.378 -2.290 -0.336  0.384
H: 3.967 -4.599 1.875  0.488
H: 1.804 -2.867 -0.961  0.871
H: 3.075 -3.868 -0.307  0.452
H: 1.180 -4.638 -2.472  0.219
H: 1.529 -5.917 -1.258  0.538
H: 3.378 -6.089 -2.069  0.330
H: -0.212 -5.622 -0.194  0.618
H: -0.857 -4.930 1.256  0.397
H: 0.772 -0.973 2.326  0.605
H: 0.354 -1.378 0.611  0.013
H: -1.176 -1.648 3.237  0.686
H: -1.626 -2.762 1.887  0.458
H: -3.315 -0.869 3.296  0.350
H: -4.914 0.818 2.591  0.387
H: -4.558 1.971 0.407  0.410
H: -2.642 1.388 -1.016  0.513
H: -1.017 -0.347 -0.292  0.263
C: -4.032 4.641 -3.825  -1.386
C: -3.951 3.320 -3.103  0.918
O: -3.080 3.085 -2.276  -0.664
N: -4.884 2.378 -3.397  -0.134
C: -5.984 2.465 -4.338  -0.897
H: -3.225 5.281 -3.482  0.202
H: -3.925 4.493 -4.900  0.360
H: -4.980 5.133 -3.606  0.391
H: -4.767 1.521 -2.876  0.221
H: -6.923 2.313 -3.803  0.291
H: -5.877 1.677 -5.085  0.289
H: -6.009 3.428 -4.836  0.353
C: -1.122 8.697 -3.438  -1.304
C: -2.291 8.508 -2.502  0.833
O: -3.439 8.749 -2.843  -0.653
N: -2.035 8.055 -1.247  -0.180
C: -0.754 7.713 -0.656  -0.801
H: -1.492 9.060 -4.393  0.302
H: -0.425 9.432 -3.033  0.382
H: -0.609 7.748 -3.602  0.352
H: -2.863 7.955 -0.681  0.216
H: -0.775 6.668 -0.343  0.269
H: -0.590 8.339 0.223  0.280
H: 0.061 7.861 -1.356  0.315



(3)
DFT (ωB97M-V with the def2-TZVPD basis set) results for 2 unconnected molecules or ions with the total composition C29H41F3N5O8S2 at a distorted geometry.

Its max |F| is 1.7 eV/A. Its molecular weight is 708.8 g/mol. The value obtained for the HOMO energy is -0.4266 Ha. The charge is +1. The value obtained for the HOMO-LUMO gap is 8.3 eV.

Each line ends with the Mulliken charge.
Element x y z (Å)
C: 4.153 -1.683 0.363  -0.955
N: 3.101 -0.752 0.775  0.010
C: 1.822 -1.426 0.909  -0.793
N: 0.722 -0.460 0.806  0.800
C: 0.701 0.611 1.810  -1.782
C: 0.964 1.982 1.231  1.049
C: 0.386 3.075 1.867  -0.578
C: 0.566 4.379 1.408  -1.204
C: 1.365 4.586 0.283  -0.526
C: 1.947 3.509 -0.377  -0.967
C: 1.735 2.209 0.091  0.118
C: -0.190 -0.520 -0.120  -2.075
N: -1.185 0.454 -0.073  0.635
S: -2.339 0.131 1.192  -0.225
C: -1.880 0.731 -1.347  -1.130
C: -1.004 1.487 -2.333  0.858
O: -1.136 2.859 -1.985  -0.577
C: -1.529 1.282 -3.754  0.547
F: -2.683 1.924 -3.912  -0.276
F: -1.760 -0.010 -4.031  -0.199
F: -0.664 1.735 -4.651  -0.273
N: -0.181 -1.438 -1.167  1.502
C: 0.893 -1.231 -2.180  -0.186
C: 1.719 -2.453 -2.593  -0.458
C: 3.021 -1.954 -3.257  -1.461
S: 2.861 -1.543 -4.980  1.291
O: 2.255 -0.255 -5.056  -0.570
O: 4.131 -1.742 -5.595  -0.633
O: 1.802 -2.571 -5.544  -0.489
C: -0.535 -2.816 -0.833  -0.700
C: -1.784 -2.903 0.034  0.336
C: -2.404 -4.261 -0.111  -0.612
O: -2.105 -5.169 0.611  -0.609
N: -3.287 -4.425 -1.175  -0.127
C: -4.311 -3.407 -1.297  -0.422
C: -5.381 -3.335 -0.409  -0.316
C: -6.324 -2.323 -0.554  -0.675
C: -6.228 -1.386 -1.577  -0.558
C: -5.165 -1.465 -2.473  -0.511
C: -4.224 -2.478 -2.329  0.177
H: 5.098 -1.151 0.328  0.339
H: 4.286 -2.513 1.061  0.358
H: 3.977 -2.064 -0.637  0.245
H: 3.388 -0.359 1.662  0.345
H: 1.780 -2.175 0.135  -0.046
H: 1.745 -1.910 1.885  0.243
H: 1.490 0.395 2.525  0.679
H: -0.225 0.592 2.372  0.671
H: -0.234 2.887 2.734  0.582
H: 0.093 5.204 1.913  0.550
H: 1.519 5.597 -0.061  0.431
H: 2.563 3.686 -1.243  0.498
H: 2.198 1.401 -0.455  0.403
H: -2.614 1.395 1.569  0.248
H: -2.689 1.412 -1.112  1.072
H: -2.350 -0.150 -1.772  0.033
H: 0.056 1.251 -2.251  -0.051
H: -0.881 3.410 -2.734  0.436
H: 1.564 -0.458 -1.811  0.056
H: 0.428 -0.844 -3.083  0.121
H: 2.017 -3.093 -1.769  0.509
H: 1.145 -3.022 -3.314  0.645
H: 3.409 -1.088 -2.735  0.433
H: 3.767 -2.741 -3.170  0.411
H: 2.241 -3.418 -5.724  0.372
H: 0.255 -3.406 -0.362  -0.018
H: -0.769 -3.320 -1.769  0.831
H: -2.499 -2.189 -0.371  0.050
H: -1.596 -2.720 1.086  0.404
H: -3.729 -5.329 -1.039  0.398
H: -5.456 -4.068 0.381  0.474
H: -7.147 -2.291 0.144  0.418
H: -6.978 -0.616 -1.648  0.438
H: -5.092 -0.744 -3.270  0.480
H: -3.408 -2.545 -3.035  0.456
C: 3.561 3.722 6.285  -1.526
C: 2.207 3.765 5.621  0.591
C: 1.065 4.165 6.528  -0.524
O: -0.049 3.478 5.933  -0.327
C: 0.435 2.394 5.298  0.691
O: -0.234 1.510 4.856  -0.545
O: 1.782 2.447 5.206  -0.307
H: 3.768 4.663 6.794  0.386
H: 3.607 2.907 7.008  0.362
H: 4.346 3.550 5.550  0.373
H: 2.237 4.397 4.730  0.234
H: 0.883 5.236 6.545  0.320
H: 1.191 3.803 7.551  0.322



Number 1: E_LUMO 0.577 eV. Number 2: E_LUMO 0.468 eV. Number 3: E_LUMO -3.263 eV.